1.
Below is a gas-phase ion, C8H10NO2 (charge -1) at a distorted geometry, with properties calculated with ωB97M-V with the def2-TZVPD basis set.

XYZ file:
```
21
Properties=species:S:1:pos:R:3
C 2.764 1.507 0.812
C 1.928 1.298 -0.453
C 0.576 0.597 -0.380
C 0.371 -0.554 -1.196
C -0.666 -1.362 -0.928
C -1.763 -0.913 -0.162
C -2.844 -1.969 0.153
C -1.831 0.177 0.695
O -2.577 0.602 1.542
N -0.313 1.085 0.458
O -0.147 2.046 1.259
H 3.887 1.228 0.510
H 2.460 0.867 1.608
H 2.701 2.525 1.156
H 2.574 0.881 -1.196
H 1.820 2.263 -0.979
H 1.008 -1.024 -1.915
H -0.645 -2.318 -1.485
H -3.271 -2.016 1.196
H -2.450 -3.042 -0.077
H -3.582 -1.880 -0.619
```

Calculated values
Total charge = -1
F_max = 0.0705 Eh/bohr
Frontier orbital gap = 6.607 eV
SMILES = CCc1ccc(C)c(=O)n1[O-]
Multiplicity = 1
E_tot = -516.0079 a.u.

2.
Below is 2 unconnected molecules or ions with the total composition C7H16N4OS at a distorted geometry, with properties calculated with ωB97M-V with the def2-TZVPD basis set.

XYZ file:
```
29
Properties=species:S:1:pos:R:3
C -0.291 1.046 2.572
C 0.432 2.164 0.578
C 0.932 1.808 1.946
C -0.758 0.196 0.359
C 1.360 2.930 2.867
C -1.356 -0.807 -0.458
C 0.508 -4.239 -5.383
N -1.027 0.281 1.697
N -0.133 1.206 -0.198
N 0.731 3.329 0.075
N -0.701 1.204 3.861
O -0.554 -4.746 -3.066
S -0.348 -3.463 -3.988
H 1.826 1.215 1.731
H 2.386 3.195 2.516
H 1.369 2.471 3.782
H 0.838 3.787 3.006
H -0.823 -0.762 -1.319
H -2.339 -0.488 -0.653
H -1.377 -1.831 -0.031
H 1.166 -3.295 -5.765
H -0.180 -4.515 -6.133
H 1.047 -5.094 -4.993
H -1.780 -0.304 2.080
H -0.793 -5.654 -3.489
H 0.985 4.126 0.661
H 0.719 3.587 -0.930
H -0.245 1.721 4.668
H -1.595 0.931 4.004
```

Calculated values
Total charge = +2
F_max = 0.0983 Eh/bohr
Frontier orbital gap = 2.395 eV
Multiplicity = 1
E_tot = -968.0915 a.u.

3.
Below is a single C17H18ClN3O4S molecule at a distorted geometry, with properties calculated with ωB97M-V with the def2-TZVPD basis set.

XYZ file:
```
44
Properties=species:S:1:pos:R:3
O 0.311 3.432 1.393
C 0.038 2.290 1.703
N 0.776 1.543 2.553
C 2.160 1.845 2.818
C 3.053 0.809 2.178
C 4.439 0.917 2.215
C 5.195 -0.074 1.613
C 4.546 -1.136 1.000
C 3.162 -1.154 1.020
N 2.435 -0.208 1.591
C -1.184 1.594 1.184
C -2.355 2.314 0.961
C -3.469 1.696 0.428
C -3.415 0.349 0.078
Cl -4.803 -0.403 -0.599
C -2.242 -0.365 0.267
S -2.015 -2.097 -0.209
O -3.262 -2.792 -0.145
O -0.911 -2.579 0.564
N -1.523 -2.105 -1.787
C -0.186 -1.655 -2.098
C -0.200 -0.217 -2.627
O -1.086 -0.092 -3.717
C -2.406 -0.433 -3.351
C -2.481 -1.878 -2.843
C -1.138 0.252 0.824
H 0.539 0.568 2.665
H 2.367 2.839 2.408
H 2.342 1.872 3.899
H 4.906 1.758 2.703
H 6.274 -0.020 1.622
H 5.101 -1.928 0.523
H 2.597 -1.959 0.567
H -2.377 3.363 1.215
H -4.384 2.244 0.269
H 0.409 -1.743 -1.190
H 0.225 -2.319 -2.867
H 0.785 0.064 -3.005
H -0.492 0.479 -1.825
H -3.010 -0.312 -4.252
H -2.766 0.262 -2.578
H -3.468 -2.115 -2.450
H -2.247 -2.563 -3.666
H -0.243 -0.341 0.947
```

Calculated values
F_max = 0.0203 Eh/bohr
Frontier orbital gap = 9.428 eV
SMILES = O=C(NCc1ccccn1)c1ccc(Cl)c(S(=O)(=O)N2CCOCC2)c1
Multiplicity = 1
E_tot = -1982.2190 a.u.

> Which value of F_max does entry 3 give?

0.0203 Eh/bohr

> Look up the multiplicity of the third one.

1

> Which value of frontier orbital gap does entry 1 give?

6.607 eV